ORCA calculation (ωB97M-V/def2-TZVPD) on a 3-piece molecular cluster, C26H57N5O8P overall at a distorted geometry.

CARTESIAN COORDINATES (ANGSTROEM)
C -1.18538 -3.73210 -1.32219
C -2.26107 -2.69623 -1.68779
C -2.43175 -1.57171 -0.61774
C -1.04619 -0.93131 -0.46458
C -0.97957 0.54547 -0.06088
C 0.24566 1.22223 -0.73007
C 1.19064 1.98446 0.22264
N 2.46622 1.26797 0.29296
C 3.60679 2.12727 0.58330
C 2.44646 0.12334 1.12749
C 1.56304 0.07434 2.35412
O 3.16907 -0.83263 0.87614
C -3.59553 -0.69404 -1.08869
N -4.64294 -0.86765 -0.09187
C -5.86682 -0.05856 -0.19672
C -6.99410 -0.83773 -0.87319
O -7.98800 0.04592 -1.35162
C -8.92554 0.45074 -0.40133
C -8.70228 1.74900 0.31820
O -9.93028 -0.21898 -0.21640
C -4.40031 -1.76974 0.78292
C -5.36952 -2.20289 1.80527
P -5.83379 -3.90623 1.36656
O -6.28724 -3.97085 -0.01213
O -6.89836 -4.37495 2.44054
O -4.54206 -4.82401 1.59306
C -2.99405 -2.28844 0.63425
N -2.27012 -1.77677 1.86069
H -0.37432 -3.70186 -2.03201
H -1.59524 -4.73178 -1.38730
H -0.79037 -3.61174 -0.32341
H -3.20400 -3.21000 -1.86273
H -1.98298 -2.19720 -2.60902
H -0.48228 -1.47601 0.27742
H -0.52481 -1.07621 -1.39900
H -1.85199 1.11753 -0.35592
H -0.85435 0.66874 1.00752
H -0.11550 1.92302 -1.47297
H 0.85756 0.49877 -1.25064
H 0.73349 2.16599 1.19604
H 1.40319 2.95176 -0.21005
H 4.53855 1.58701 0.50866
H 3.66351 2.93369 -0.13487
H 3.55208 2.59658 1.56789
H 0.54122 -0.18254 2.10807
H 1.58689 0.99177 2.93047
H 1.95311 -0.71862 2.97353
H -4.00074 -1.19002 -1.97236
H -3.42059 0.32588 -1.39158
H -5.62171 0.84063 -0.73590
H -6.16287 0.21132 0.80699
H -6.61476 -1.34588 -1.74882
H -7.41559 -1.59404 -0.21879
H -7.68068 1.91237 0.63920
H -9.33097 1.72899 1.19324
H -8.99015 2.59477 -0.29278
H -6.24028 -1.56967 1.86321
H -4.85209 -2.22975 2.75845
H -6.68781 -5.25562 2.76466
H -4.42385 -5.07274 2.51793
H -2.89770 -3.35905 0.68119
H -2.43653 -0.77899 1.93063
H -2.65265 -2.20335 2.69610
C 6.61005 5.43348 0.70073
C 5.73307 6.21554 -0.27139
C 5.74456 7.73200 -0.03587
O 4.97001 8.16147 1.06547
C 5.61153 8.08522 2.32572
N 4.37343 5.66477 -0.23412
H 6.15642 5.35519 1.68868
H 6.76225 4.41810 0.33483
H 7.59018 5.90012 0.81044
H 6.13173 6.04859 -1.27591
H 5.29711 8.21286 -0.90959
H 6.77085 8.11135 0.04667
H 6.68043 8.30045 2.24595
H 5.46847 7.10579 2.78893
H 5.15402 8.83271 2.97259
H 3.81354 6.11540 -0.95249
H 3.94695 5.97024 0.63679
C 3.44854 -4.55160 -3.01383
C 3.41766 -3.37142 -2.04766
C 4.80878 -2.86428 -1.63846
O 5.46698 -3.67258 -0.68448
C 6.15824 -4.79110 -1.20838
N 2.60239 -3.73080 -0.88125
H 3.71760 -5.48137 -2.51405
H 2.46417 -4.70020 -3.45907
H 4.15976 -4.37997 -3.82377
H 2.91952 -2.54264 -2.56149
H 4.68000 -1.89128 -1.15940
H 5.45063 -2.70860 -2.51588
H 6.59622 -4.57134 -2.18615
H 5.50599 -5.66460 -1.28704
H 6.96209 -5.03487 -0.51470
H 2.50793 -2.91072 -0.28857
H 3.15108 -4.37550 -0.31931

Computed properties:
Charge: +1
Gap between HOMO and LUMO in eV: 6.915
Electronic energy in hartree: -2241.721345
HOMO energy in eV: -10.47

---

ORCA calculation (ωB97M-V/def2-TZVPD) on a 9-piece molecular cluster, C26H57N7O12 overall at a distorted geometry.

CARTESIAN COORDINATES (ANGSTROEM)
O 7.79584 3.44832 20.44153
C 7.46413 2.85111 21.67456
C 8.47232 1.85820 22.40825
O 9.08635 0.80279 21.72412
H 6.58412 2.23709 21.48307
H 7.14576 3.60753 22.39189
H 8.05066 1.45526 23.32909
H 9.27703 2.42397 22.87776
C 7.96583 -0.69298 25.41291
C 8.57265 0.53629 26.08461
O 8.25459 0.35670 27.43895
C 7.18555 -0.41620 27.57778
O 6.57631 -0.63015 28.63015
O 6.87145 -0.93905 26.34207
H 8.62829 -1.54703 25.55381
H 7.66027 -0.43610 24.39864
H 8.25138 1.47681 25.63707
H 9.66014 0.49632 26.02236
C 7.14620 6.41107 18.16342
C 5.79031 6.37353 18.84922
O 4.91369 7.09561 18.42854
N 5.56547 5.46776 19.83742
C 4.28473 5.25881 20.53457
H 7.23928 6.83815 17.16490
H 7.54240 5.40879 18.00047
H 7.83973 6.99523 18.76831
H 6.31921 4.81861 20.01228
H 4.00888 6.16203 21.07880
H 4.46424 4.56677 21.35735
H 3.40427 4.97278 19.95917
C 12.01141 3.82555 21.81698
C 12.38493 3.52512 20.38736
O 11.52918 2.90527 19.80900
N 13.56715 3.87331 19.88666
C 14.01821 3.62902 18.58512
H 11.59721 3.02225 22.42628
H 11.29767 4.63787 21.67980
H 12.77315 4.43642 22.30145
H 14.07407 4.58787 20.38919
H 13.47998 4.28941 17.90521
H 13.91686 2.58244 18.29790
H 15.06963 3.91544 18.56068
C 10.30074 4.97878 24.97056
C 9.94928 6.03264 23.99299
O 10.31313 7.21310 24.18034
N 9.20027 5.67434 22.96537
C 8.62483 6.63322 22.04954
H 11.28157 4.53208 24.80768
H 9.71097 4.06348 24.92053
H 10.18462 5.33852 25.99292
H 8.95821 4.71303 22.77198
H 7.55518 6.43164 21.99209
H 9.03470 6.48856 21.04995
H 8.81998 7.66340 22.34749
C 4.47686 1.63893 19.12604
C 5.21242 0.64769 18.24906
O 6.41128 0.62664 18.38987
N 4.55552 0.00876 17.35408
C 5.10608 -0.95910 16.46119
H 4.50068 2.63552 18.68522
H 5.12688 1.74126 19.99501
H 3.50496 1.26824 19.45176
H 3.54864 0.08792 17.35919
H 6.16558 -0.76248 16.29719
H 4.52379 -0.77820 15.55769
H 5.08332 -2.00864 16.75453
C 5.10616 5.67620 24.19887
C 4.17123 5.59927 25.37011
O 4.31999 6.35032 26.34868
N 3.21775 4.73300 25.28361
C 2.18113 4.65096 26.28863
H 4.91620 4.83903 23.52718
H 6.18333 5.69661 24.36437
H 4.84641 6.51561 23.55387
H 3.10925 4.26535 24.39499
H 2.00442 5.58357 26.82447
H 2.38545 3.84810 26.99698
H 1.22808 4.29900 25.89375
C 4.97642 1.32761 24.50740
C 3.92829 1.51907 23.34066
O 3.26857 2.54539 23.21321
N 3.73008 0.42219 22.63191
C 2.58864 0.15540 21.82257
H 4.67692 1.77554 25.45490
H 5.99220 1.66986 24.30948
H 5.13554 0.27101 24.72277
H 4.30883 -0.38889 22.79714
H 2.18049 1.04787 21.34821
H 1.78563 -0.30948 22.39455
H 2.95024 -0.51820 21.04566
C 9.76121 -3.03323 22.66448
C 10.88260 -2.28472 23.36953
O 11.66019 -2.91878 24.06457
N 10.96626 -0.95986 23.32939
C 12.05432 -0.18893 23.81848
H 9.29429 -2.58597 21.78696
H 8.99063 -3.17714 23.42184
H 10.16237 -4.01737 22.42232
H 10.30915 -0.44687 22.75918
H 12.11339 -0.09117 24.90248
H 11.91516 0.84568 23.50491
H 13.03137 -0.54817 23.49535

Computed properties:
Charge: -2
Gap between HOMO and LUMO in eV: 4.218
Electronic energy in hartree: -2311.040098
HOMO energy in eV: -0.36

---

ORCA calculation (ωB97M-V/def2-TZVPD) on C26H57N7O12Tl as an isolated structure at a distorted geometry.

CARTESIAN COORDINATES (ANGSTROEM)
Tl -3.11406 6.62870 -12.23573
O -0.42141 6.08215 -11.32825
C 0.41747 7.14463 -11.28486
C -0.10899 8.67674 -11.44955
O -1.37626 8.95637 -11.69237
H 1.24493 6.95310 -11.98408
H 1.11414 7.04815 -10.43621
H 0.45933 9.11443 -12.28135
H 0.27494 9.20757 -10.57225
C 0.33881 11.95354 -9.71907
C -1.01274 11.51915 -9.20142
O -1.52055 12.76750 -8.72301
C -0.52057 13.59212 -8.37879
O -0.63897 14.71432 -8.03322
O 0.66342 13.02404 -8.86207
H 0.39049 12.37425 -10.72811
H 1.14082 11.21888 -9.61872
H -1.06900 10.86064 -8.33431
H -1.61221 11.13069 -10.02362
C 3.77246 8.76405 -14.16190
C 4.09254 7.64275 -15.12507
O 4.92514 6.81942 -14.76526
N 3.37548 7.57876 -16.27480
C 3.26345 6.33761 -17.01866
H 3.39133 9.57996 -14.77887
H 4.70598 8.95750 -13.64002
H 3.03300 8.46074 -13.41971
H 2.70278 8.32326 -16.34284
H 2.90923 5.52468 -16.37661
H 4.29461 6.02111 -17.18444
H 2.64880 6.48524 -17.89976
C -4.64644 10.42628 -15.38276
C -3.71791 9.88118 -14.31813
O -3.79758 8.67008 -14.08313
N -2.90854 10.66925 -13.58190
C -3.22635 12.07961 -13.41442
H -5.55042 10.88744 -14.98149
H -4.88891 9.65884 -16.10937
H -4.20375 11.29150 -15.88383
H -2.36803 10.18899 -12.87594
H -2.38116 12.73214 -13.63359
H -3.46511 12.41644 -12.39599
H -4.17659 12.39971 -13.83555
C -4.25508 3.49446 -8.11083
C -3.45364 3.55462 -9.38885
O -3.50810 4.48948 -10.18225
N -2.55967 2.56699 -9.53283
C -1.55345 2.54828 -10.60148
H -4.67718 4.44903 -7.78128
H -3.72659 3.24679 -7.18733
H -5.18314 2.91915 -8.11096
H -2.46346 1.90775 -8.77875
H -0.55179 2.41658 -10.19311
H -1.53346 3.45509 -11.19836
H -1.72851 1.73249 -11.30309
C 7.12608 6.09924 -11.81332
C 6.59225 4.73503 -12.12026
O 7.32947 3.77006 -12.21141
N 5.24828 4.52033 -12.16615
C 4.11992 5.39999 -11.85939
H 7.04607 6.80414 -12.64092
H 8.12649 6.07987 -11.38617
H 6.61600 6.59822 -10.98038
H 4.99762 3.55279 -12.29267
H 4.52231 6.41382 -11.91996
H 3.72678 5.31307 -10.84344
H 3.29326 5.40699 -12.57032
C 0.05910 8.57165 -16.23432
C 0.63017 9.95583 -16.08652
O 1.11978 10.61524 -16.98892
N 0.70586 10.31618 -14.78902
C 1.14234 11.66498 -14.46310
H -0.31447 8.16846 -15.29697
H 0.79593 7.94689 -16.73479
H -0.80489 8.57702 -16.90189
H 0.28886 9.73436 -14.08956
H 2.07090 11.91442 -14.97617
H 1.23003 11.73278 -13.38052
H 0.46568 12.42131 -14.86712
C -0.89855 4.01685 -16.13260
C -0.85430 4.76093 -14.83678
O -1.51151 5.78378 -14.72025
N -0.00255 4.27167 -13.87789
C 1.20893 3.47114 -14.08765
H -0.25054 3.15212 -16.23862
H -0.51768 4.78297 -16.81789
H -1.93054 3.89005 -16.45176
H -0.08742 4.83127 -13.03654
H 1.77082 3.74930 -14.97887
H 0.86586 2.44392 -14.20905
H 1.84226 3.61878 -13.21764
C -3.12482 7.99171 -7.15256
C -2.40764 7.38809 -8.34889
O -3.11046 7.08778 -9.33362
N -1.11278 7.16096 -8.40444
C -0.10458 7.47977 -7.39771
H -4.17040 8.11802 -7.41138
H -2.76375 8.98188 -6.87042
H -2.95721 7.28769 -6.33562
H -0.70343 6.75886 -9.23379
H 0.87900 7.17294 -7.74829
H -0.23925 6.90720 -6.47750
H -0.10168 8.53601 -7.12809

Computed properties:
Charge: +1
Gap between HOMO and LUMO in eV: 3.133
Electronic energy in hartree: -2483.175723
HOMO energy in eV: -11.16